Here is a molecular structure, C24H43FP2Pb in a non-equilibrium geometry from the Open Molecules 2025 dataset. Energies are from wB97M-V/def2-TZVPD.

Last column: Mulliken charge in e.
Geometry (Å):
Pb: 0.348 -0.546 -1.232  1.237
C: 1.823 3.570 0.402  0.611
C: 0.500 3.629 0.919  0.496
C: 1.925 3.097 2.649  0.626
C: 2.702 3.244 1.469  0.716
C: 0.561 3.331 2.310  0.491
C: 2.234 3.838 -0.992  -1.501
H: 1.385 3.739 -1.677  0.311
H: 3.021 3.139 -1.306  0.396
H: 2.639 4.855 -1.113  0.337
C: 4.171 3.093 1.389  -1.352
H: 4.489 2.986 0.345  0.377
H: 4.504 2.208 1.949  0.361
H: 4.693 3.965 1.812  0.342
C: 2.456 2.790 3.992  -1.328
H: 2.938 3.669 4.453  0.335
H: 3.214 1.994 3.939  0.357
H: 1.655 2.461 4.664  0.376
C: -0.577 3.307 3.248  -1.441
H: -0.702 4.270 3.769  0.325
H: -0.435 2.537 4.017  0.330
H: -1.513 3.098 2.718  0.328
C: -0.719 3.978 0.162  -1.559
H: -0.918 5.059 0.183  0.329
H: -1.593 3.475 0.587  0.378
H: -0.618 3.683 -0.888  0.357
C: 0.264 -2.537 -2.135  -0.792
C: -0.257 -2.100 -3.514  -0.520
C: -1.793 -1.783 -3.618  -0.701
C: -2.435 -0.920 -2.517  -1.255
C: -1.824 -0.773 -1.141  -0.443
C: -1.817 -1.921 -0.161  0.531
C: -1.872 -3.296 -0.838  -0.842
C: -0.574 -3.671 -1.546  -1.213
H: -2.345 -2.736 -3.687  0.421
H: -3.481 -1.260 -2.408  0.290
H: -1.957 -1.271 -4.598  0.407
H: -0.784 -4.381 -2.363  0.457
H: 1.331 -2.844 -2.136  0.608
H: -0.071 -2.959 -4.214  0.656
H: 0.071 -4.200 -0.825  0.376
H: -2.139 -4.090 -0.128  0.514
H: -2.780 -1.830 0.394  0.463
H: -2.697 -3.293 -1.553  0.378
H: -2.498 0.125 -2.867  0.490
H: -2.222 0.123 -0.647  0.603
P: 0.844 -0.855 -4.289  0.457
P: -1.609 -1.416 3.591  0.347
C: -0.701 -1.799 0.948  -0.812
C: -1.025 -2.554 2.257  -1.493
H: -0.555 -0.733 1.224  0.417
H: 0.284 -2.186 0.635  0.249
H: -1.781 -3.333 2.071  0.343
H: -0.118 -3.048 2.641  0.620
C: -0.898 -2.261 5.073  -1.029
H: -0.785 -1.485 5.842  0.337
H: 0.097 -2.643 4.810  0.349
H: -1.594 -3.019 5.448  0.331
C: -3.327 -2.013 3.559  -1.152
H: -3.409 -2.972 4.077  0.376
H: -3.642 -2.105 2.505  0.273
H: -3.959 -1.268 4.060  0.377
C: 2.551 -1.412 -4.555  -1.038
H: 3.123 -0.700 -5.181  0.394
H: 2.589 -2.420 -5.001  0.387
H: 3.061 -1.452 -3.573  0.317
C: 0.140 0.256 -5.515  -1.149
H: -0.621 0.898 -5.039  0.337
H: -0.276 -0.292 -6.367  0.414
H: 0.895 0.975 -5.871  0.389
F: 2.419 -1.010 -0.616  -0.700

Output
LUMO energy (alpha / beta) ... -7.97 / -8.00 eV
Orbital gap (alpha / beta) ... 5.212 / 5.186 eV
Net charge ... +2
Energy above the lowest of the compared OMol25 structures with the same formula, charge and spin ... 275.2 kJ/mol
HOMO (alpha / beta) ... -0.4845 / -0.4845 Eh